Computed, not measured: 6 unconnected molecules or ions with the total composition C41H36N6O13, with wB97M-V/def2-TZVPD.

The geometry in XYZ format:
```
96
C41H36N6O13 wB97M-V/def2-TZVPD
C -2.467 1.916 -3.827
C -1.874 0.418 -4.154
O -1.484 -0.365 -2.971
C -0.124 0.044 -2.488
C -0.409 0.804 -1.031
C -1.290 0.016 0.111
C -1.575 0.819 1.531
C -1.028 2.365 1.840
C -0.143 3.068 0.653
C 0.184 2.309 -0.763
C 1.111 3.316 -1.667
O 1.878 3.083 -2.735
N 0.942 4.645 -0.961
C 0.566 4.540 0.519
O 0.763 5.505 1.433
H -1.616 2.750 -3.885
H -3.051 1.988 -2.796
H -3.264 2.244 -4.653
H -2.759 -0.190 -4.676
H -1.005 0.470 -4.942
H 0.376 0.763 -3.269
H 0.492 -0.964 -2.350
H -1.689 -1.081 -0.119
H -2.244 0.227 2.322
H -1.247 2.949 2.832
H 0.462 5.397 -1.514
O 6.591 -1.728 0.360
N 5.543 -1.082 0.214
O 4.447 -1.403 0.696
C 5.604 0.146 -0.589
C 6.814 0.527 -1.184
C 6.860 1.682 -1.966
C 5.709 2.450 -2.148
C 4.507 2.074 -1.545
C 4.448 0.919 -0.763
H 7.720 -0.061 -1.052
H 7.793 1.983 -2.438
H 5.748 3.348 -2.763
H 3.615 2.680 -1.689
H 3.503 0.638 -0.303
O -4.036 -0.257 3.666
N -3.692 -0.489 4.835
O -3.180 -1.551 5.217
C -3.912 0.563 5.834
C -4.523 1.766 5.453
C -4.752 2.753 6.413
C -4.369 2.542 7.738
C -3.751 1.348 8.113
C -3.520 0.352 7.162
H -4.828 1.945 4.424
H -5.231 3.687 6.128
H -4.554 3.313 8.484
H -3.453 1.192 9.147
H -3.040 -0.575 7.471
O -7.436 1.927 5.995
N -7.432 2.790 5.104
O -6.422 3.155 4.486
C -8.710 3.424 4.761
C -9.872 3.068 5.461
C -11.080 3.693 5.146
C -11.128 4.659 4.141
C -9.971 5.005 3.439
C -8.756 4.389 3.746
H -9.852 2.317 6.247
H -11.986 3.428 5.688
H -12.071 5.148 3.903
H -10.017 5.757 2.654
H -7.864 4.671 3.192
O 6.824 -5.188 -7.041
N 7.168 -5.420 -5.872
O 7.680 -6.482 -5.490
C 6.948 -4.368 -4.873
C 6.337 -3.165 -5.254
C 6.109 -2.178 -4.294
C 6.492 -2.388 -2.968
C 7.110 -3.583 -2.594
C 7.341 -4.579 -3.544
H 6.033 -2.986 -6.283
H 5.629 -1.244 -4.578
H 6.306 -1.618 -2.222
H 7.408 -3.738 -1.559
H 7.820 -5.506 -3.236
O 0.534 -3.113 -3.103
N 1.635 -3.420 -3.584
O 2.274 -2.717 -4.379
C 2.219 -4.707 -3.188
C 1.513 -5.552 -2.319
C 2.063 -6.785 -1.965
C 3.306 -7.168 -2.470
C 4.011 -6.321 -3.326
C 3.471 -5.086 -3.690
H 0.543 -5.268 -1.917
H 1.520 -7.451 -1.297
H 3.728 -8.134 -2.196
H 4.981 -6.625 -3.714
H 4.031 -4.438 -4.361
```

Properties
**E**: -2889.718008 Ha
**Gap between HOMO and LUMO**: 7.61 eV
**LUMO**: -1.4006 eV
**Strongest force on any atom**: 0.173 hartree/bohr
**SMILES**: CCOCc1cccc2c1C(=O)NC2=O.O=[N+]([O-])c1ccccc1.O=[N+]([O-])c1ccccc1.O=[N+]([O-])c1ccccc1.O=[N+]([O-])c1ccccc1.O=[N+]([O-])c1ccccc1


Computed, not measured: a molecular structure, C41H37AsBF12N9O2Tc, with wB97M-V/def2-TZVPD.

The geometry in XYZ format:
```
104
C41H37AsBF12N9O2Tc wB97M-V/def2-TZVPD
Tc -0.161 0.323 0.685
C -2.668 1.005 -2.794
C -1.650 1.425 -1.949
N -1.549 0.599 -0.901
N -2.495 -0.365 -1.062
C -3.177 -0.133 -2.199
B -2.795 -1.453 -0.018
N -2.934 -0.764 1.346
C -3.958 -0.714 2.209
C -3.750 0.335 3.087
C -2.548 0.890 2.687
N -2.035 0.214 1.646
N -1.463 -2.353 0.120
C -1.355 -3.680 0.378
C -0.016 -3.983 0.441
C 0.663 -2.760 0.153
N -0.300 -1.770 0.024
N -3.910 -2.334 -0.440
C -5.263 -2.116 -0.443
C -5.831 -3.004 -1.306
C -4.740 -3.731 -1.833
N -3.591 -3.318 -1.340
H -2.999 1.471 -3.707
H -0.993 2.272 -2.043
H -3.981 -0.789 -2.498
H -4.767 -1.424 2.152
H -4.390 0.643 3.896
H -2.034 1.733 3.116
H -2.234 -4.296 0.468
H 0.429 -4.944 0.652
H 1.655 -2.471 0.486
H -5.722 -1.343 0.154
H -6.879 -3.128 -1.522
H -4.761 -4.538 -2.549
C -0.363 6.536 -1.860
C -0.243 5.373 -0.929
C -1.032 5.265 0.211
C -0.876 4.190 1.065
C 0.049 3.187 0.768
N 0.211 2.104 1.666
C 0.514 2.308 2.918
C 0.768 3.667 3.394
C 0.767 3.958 4.713
C 0.605 2.915 5.661
C 0.593 3.203 7.097
C 0.604 1.548 5.213
C 0.611 1.214 3.902
C 0.960 -0.201 3.451
O 0.717 -0.459 2.104
C 2.519 -0.333 3.645
F 2.996 -1.338 2.930
F 3.095 0.797 3.221
F 2.817 -0.508 4.921
C 0.222 -1.358 4.205
F -1.079 -1.316 3.894
F 0.704 -2.523 3.782
F 0.332 -1.300 5.520
C 0.816 3.222 -0.423
C 0.676 4.344 -1.218
C 1.762 2.066 -0.753
O 1.088 0.822 -0.639
C 2.244 2.064 -2.238
F 1.188 1.909 -3.049
F 3.052 1.015 -2.424
F 2.891 3.156 -2.598
C 3.052 2.042 0.163
F 4.099 2.583 -0.423
F 3.343 0.778 0.486
F 2.837 2.715 1.309
H -0.991 7.320 -1.443
H -0.801 6.218 -2.810
H 0.620 6.954 -2.080
H -1.765 6.029 0.437
H -1.499 4.097 1.947
H 0.966 4.431 2.655
H 0.929 4.971 5.061
H 0.187 4.189 7.322
H 1.653 3.232 7.413
H 0.116 2.421 7.685
H 0.671 0.791 5.980
H 1.280 4.464 -2.104
C -0.533 -2.982 -2.899
As 1.132 -3.211 -1.987
C 1.759 -5.026 -2.019
C 2.454 -1.879 -2.471
C 2.818 -2.428 -3.815
C 2.045 -2.109 -4.939
C 2.370 -2.642 -6.175
C 3.459 -3.499 -6.294
C 4.236 -3.816 -5.181
C 3.914 -3.292 -3.944
H -0.471 -3.565 -3.819
H -0.650 -1.924 -3.129
H -1.377 -3.337 -2.298
H 2.040 -5.245 -3.050
H 0.944 -5.681 -1.715
H 2.625 -5.131 -1.369
H 3.254 -1.881 -1.733
H 1.921 -0.932 -2.471
H 1.221 -1.409 -4.851
H 1.791 -2.380 -7.050
H 3.714 -3.911 -7.262
H 5.098 -4.461 -5.290
H 4.531 -3.518 -3.081
```

Properties
**Total charge**: +4
**E**: -5766.376980 Ha
**Gap between HOMO and LUMO (spin up / spin down)**: 4.74 / 4.74 eV
**LUMO (spin up / spin down)**: -13.4996 / -13.5009 eV
**Strongest force on any atom**: 0.005 hartree/bohr
**Spin multiplicity**: 2